# 1
ORCA calculation (ωB97M-V/def2-TZVPD) on C5H6N2O as an isolated structure in a non-equilibrium geometry.

Geometry as XYZ:
```
14
Properties=species:S:1:pos:R:3:forces:R:3
C 1.848 0.391 0.554 -0.9 1.4 -0.4
C 1.094 -0.707 -0.496 3.3 4.5 0.3
C -0.248 -0.229 -0.086 -3.8 -5.8 -3.9
C -2.366 -0.709 0.132 -0.1 -2.9 -1.6
C -1.127 1.074 0.026 -0.4 1.2 -2.4
H 0.932 1.356 0.238 4.7 -2.0 1.2
H 1.816 0.314 1.715 -0.4 -0.5 -2.1
H 2.974 0.511 0.313 -2.1 0.4 0.1
H 1.661 -0.251 -1.573 -2.4 -1.5 3.0
H 1.154 -1.803 -0.391 0.3 0.8 0.0
H -3.237 -1.305 0.047 -0.7 -1.0 0.4
N -1.134 -1.268 -0.303 2.2 3.9 2.1
N -2.511 0.479 0.383 1.7 5.6 0.4
O -0.857 2.147 -0.560 -1.3 -4.1 3.0
```
Forces are in eV/Å.

**LUMO energy**: -0.0598 Ha
**Energy**: -10304.4571 eV
**E_HOMO**: -0.384 hartree
**Frontier orbital gap**: 8.810 eV

=====

# 2
ORCA calculation (ωB97M-V/def2-TZVPD) on CH5OP in the gas phase in a non-equilibrium geometry.

Geometry as XYZ:
```
8
Properties=species:S:1:pos:R:3:forces:R:3
C -0.456 0.102 0.268 -1.3 -0.1 -3.3
O -1.536 -0.758 -0.162 0.7 0.2 0.2
P 1.226 -0.526 -0.105 0.1 -0.1 0.7
H -0.668 1.115 -0.080 0.3 0.1 -0.6
H -0.501 0.249 1.267 -0.4 -0.3 3.4
H -1.310 -1.055 -1.051 -0.2 0.0 0.1
H 1.582 0.469 -0.972 0.1 0.5 -1.4
H 1.663 0.405 0.836 0.7 -0.2 0.8
```
Forces are in eV/Å.

**LUMO energy**: 0.0304 Ha
**Energy**: -12452.8090 eV
**E_HOMO**: -0.369 hartree
**Frontier orbital gap**: 10.857 eV

=====

# 3
ORCA calculation (ωB97M-V/def2-TZVPD) on C14H43AgB2NO6Pd2S4 as an isolated structure in a non-equilibrium geometry.

Geometry as XYZ:
```
73
Properties=species:S:1:pos:R:3:forces:R:3
Ag 3.717 -1.056 3.093 -0.4 0.7 -0.1
Pd -1.233 -3.404 -0.109 0.4 1.5 -2.4
Pd 2.252 -2.301 -0.020 -1.0 2.2 -1.2
O -0.129 -1.419 -0.145 1.8 -1.5 0.8
C 0.175 -0.042 -0.123 0.4 -0.6 -0.3
C 1.365 0.496 0.716 -0.9 -1.2 2.3
O 2.499 -0.321 0.952 0.2 -1.8 -1.4
H -0.732 0.435 0.248 0.0 0.7 -0.2
H 0.441 0.240 -1.141 -0.5 0.2 -0.4
H 0.981 0.585 1.732 -0.5 0.6 0.2
H 1.584 1.504 0.365 0.4 0.0 -0.3
B -1.217 -4.215 -2.318 -0.1 -1.7 0.6
H -0.711 -3.289 -2.093 2.8 4.5 1.1
H -1.440 -4.274 -3.372 -0.8 0.4 -3.6
H -0.610 -5.059 -2.030 2.4 -3.0 1.4
H -2.160 -4.134 -1.799 -4.4 -0.3 2.3
B 2.746 -2.761 -2.113 1.3 -0.8 -0.2
H 2.874 -2.870 -3.179 -0.1 -0.3 -3.5
H 3.617 -2.230 -1.763 3.9 1.8 2.0
H 1.925 -2.093 -1.902 -4.2 3.4 0.9
H 2.493 -3.708 -1.661 -0.8 -4.2 2.3
C -3.049 2.888 1.206 -0.4 0.3 1.0
C -3.622 3.451 -0.096 1.3 0.9 0.5
C -3.706 5.047 -0.026 -0.1 -0.7 0.5
C -2.581 5.683 0.669 0.5 -0.2 -0.1
N -1.708 6.211 1.200 -0.2 -0.2 -0.1
H -2.020 3.176 1.420 0.0 0.3 -0.2
H -3.072 1.807 1.346 -0.2 -0.1 -0.6
H -3.671 3.283 2.009 0.1 0.0 0.4
H -4.597 2.987 -0.245 0.1 0.4 -0.5
H -2.877 3.180 -0.845 -0.5 0.0 -0.6
H -4.553 5.365 0.582 -0.4 -0.3 -0.1
H -3.789 5.577 -0.975 -0.1 -0.5 -0.2
C 0.283 0.367 6.618 1.2 0.1 -0.7
S 1.852 0.785 5.620 -0.7 -0.5 0.1
O 2.308 -0.540 4.971 -0.9 1.4 0.3
C 1.034 1.877 4.386 -0.4 -1.6 0.0
H 0.678 -0.097 7.521 -0.2 -0.4 -0.3
H -0.296 -0.265 5.945 0.1 -0.2 0.4
H -0.314 1.217 6.949 0.3 0.3 -0.4
H 1.779 2.171 3.647 0.0 0.7 0.4
H 0.419 2.589 4.937 0.8 0.6 -0.1
H 0.282 1.320 3.828 0.1 -0.5 0.0
C 5.706 1.021 0.977 -0.2 0.4 -0.7
S 5.567 1.674 2.719 1.7 -2.1 -0.9
O 5.481 0.410 3.577 -1.0 0.1 -0.1
C 7.323 2.046 2.987 0.1 0.1 -0.1
H 6.605 1.312 0.433 0.1 0.5 0.4
H 4.867 1.377 0.379 -0.1 0.2 0.3
H 5.691 -0.061 0.852 -0.1 -0.1 1.0
H 7.354 2.663 3.885 0.2 0.4 -0.4
H 7.784 2.415 2.071 -0.2 0.8 0.3
H 7.902 1.152 3.222 -0.6 -0.5 0.0
C -0.244 -0.909 -4.215 0.6 0.1 -0.2
S 0.580 -1.709 -5.621 -0.4 -3.8 0.8
O 0.786 -3.183 -5.130 0.1 3.0 -1.0
C -0.914 -1.832 -6.642 -1.1 0.8 -0.2
H 0.498 -0.473 -3.546 0.2 -0.1 -0.1
H -0.723 -1.736 -3.692 -0.5 0.3 -0.1
H -0.842 -0.096 -4.626 -0.4 -0.2 0.4
H -1.682 -2.527 -6.302 0.6 -0.5 0.6
H -0.786 -2.046 -7.703 0.7 0.1 0.2
H -1.422 -0.873 -6.545 0.1 0.3 -0.4
C -5.854 -2.401 -0.703 1.6 -0.5 0.6
S -4.272 -1.548 -0.146 -0.2 -0.6 -1.4
O -3.162 -2.580 0.068 -1.5 0.2 0.5
C -3.875 -0.843 -1.731 0.5 2.0 -0.5
H -5.615 -2.991 -1.587 0.0 0.1 0.0
H -6.639 -1.670 -0.896 0.2 0.1 0.2
H -6.058 -3.082 0.124 -0.4 0.1 -0.1
H -4.491 0.015 -2.001 -0.9 -0.1 0.5
H -3.824 -1.411 -2.660 0.1 -0.8 0.6
H -2.962 -0.274 -1.555 0.6 -0.6 -0.1
```
Forces are in eV/Å.

**2S+1**: 5
**LUMO energy (spin up / spin down)**: -0.1263 / -0.1934 Ha
**Energy**: -84619.5355 eV
**E_HOMO (spin up / spin down)**: -0.377 / -0.376 hartree
**Charge**: +1
**Frontier orbital gap (spin up / spin down)**: 6.811 / 4.978 eV

=====

# 4
ORCA calculation (ωB97M-V/def2-TZVPD) on C3H9B in the gas phase in a non-equilibrium geometry.

Geometry as XYZ:
```
13
Properties=species:S:1:pos:R:3:forces:R:3
B 0.756 0.247 -1.450 -2.6 1.8 2.3
C -0.869 -0.912 -0.193 0.3 -0.5 3.0
C 0.481 0.668 1.275 -2.3 -1.7 -0.7
C -0.193 0.498 -0.112 1.2 -1.2 -1.0
H 1.502 -0.557 -1.258 1.9 -1.4 -0.1
H 0.506 0.773 -2.461 0.0 0.0 -0.6
H -1.623 -0.992 -0.940 -0.9 0.0 -0.4
H -1.258 -1.188 0.898 0.3 0.6 -2.4
H -0.152 -1.728 -0.378 0.0 0.3 -0.1
H 0.865 -0.297 1.555 0.7 -0.4 0.2
H 1.225 1.381 1.228 1.6 1.6 0.3
H -0.276 0.874 2.055 0.3 0.3 -0.4
H -0.962 1.233 -0.218 -0.4 0.6 -0.3
```
Forces are in eV/Å.

**LUMO energy**: 0.0173 Ha
**Energy**: -3931.6155 eV
**E_HOMO**: -0.373 hartree
**Frontier orbital gap**: 10.607 eV

=====

Computed values of energy above the lowest of the compared OMol25 structures with the same formula, charge and spin (unit: kcal per mole) for the preceding records, in sequence: 118.68; 30.67; 84.87; 15.24.